Here is a structure of composition C17H17N3O10P2Sr in a non-equilibrium geometry from OMol25. Energies are from the ωB97M-V functional and the def2-TZVPD basis.

The geometry in XYZ format:
```
50
Properties=species:S:1:pos:R:3:forces:R:3
Sr 0.232831 0.506832 1.344073 1.19 0.32 -0.59
O -1.244005 -1.057328 -2.724914 -0.05 -0.17 0.03
C -0.637273 -0.745641 -1.709513 0.09 0.51 -0.07
O -1.113504 -0.136813 -0.677747 -0.10 -0.27 0.01
C 0.863699 -1.044979 -1.638199 -0.11 -0.17 -0.05
C 1.573122 -1.540120 -2.720158 0.04 -0.01 0.04
C 2.924015 -1.814715 -2.540158 -0.01 0.00 -0.05
C 3.514532 -1.612965 -1.302496 -0.03 0.01 -0.03
C 2.730091 -1.108868 -0.274287 0.12 0.00 -0.08
N 1.449126 -0.829573 -0.467704 -0.14 -0.14 0.12
C 3.278792 -0.856394 1.139763 -0.03 -0.17 0.05
O 4.411076 -1.280377 1.374171 0.00 0.09 0.00
O 2.471260 -0.267649 1.921580 0.09 -0.01 -0.02
H 1.060623 -1.698110 -3.658092 0.00 0.00 0.00
H 3.514573 -2.190548 -3.368216 -0.01 0.00 0.00
H 4.555982 -1.821872 -1.105090 0.00 -0.01 0.00
N -4.218319 1.238509 3.414115 -0.04 0.10 -0.06
C -3.009919 1.128480 2.510510 0.07 0.01 0.00
C -3.271517 1.926386 1.234818 0.00 -0.03 0.05
P -2.808438 -0.719292 2.224260 0.18 0.08 0.09
O -3.227151 -0.949547 0.720268 -0.06 -0.04 -0.05
O -3.827000 -1.298192 3.152814 0.01 -0.18 0.04
O -1.328525 -1.021411 2.415093 -0.61 0.10 0.13
P -1.661063 1.978800 3.518437 -0.04 0.01 -0.06
O -1.036234 0.803046 4.429076 -0.15 -0.02 0.00
O -2.442932 2.895964 4.403941 0.02 0.05 0.06
O -0.643534 2.481137 2.533430 -0.39 -0.23 0.36
H -5.032582 1.543638 2.888399 -0.02 0.00 0.04
H -3.945674 1.939416 4.137703 -0.01 0.05 0.02
H -4.373738 0.267500 3.761260 -0.01 -0.07 0.01
H -4.184897 1.570472 0.750023 0.00 0.02 -0.01
H -2.467273 1.790993 0.513470 0.01 0.00 0.00
H -3.345740 2.994594 1.448654 0.00 0.01 0.00
H -2.517024 -0.703572 0.056652 0.11 -0.01 0.00
H -0.993991 -0.060143 3.960217 -0.03 0.16 -0.03
C 2.239042 2.424384 -0.536838 -0.20 -0.20 0.08
C 2.261840 3.617638 -1.204948 -0.06 0.30 -0.09
C 1.676904 3.790465 -2.522858 0.06 -0.05 0.14
C 1.711755 4.976887 -3.189802 -0.02 0.02 -0.05
C 2.322871 6.129263 -2.638449 0.00 0.14 -0.09
C 2.896900 5.995224 -1.352034 0.04 0.07 0.04
C 2.873347 4.818182 -0.666987 -0.06 -0.12 -0.05
C 2.359545 7.358396 -3.342679 -0.01 -0.20 0.11
N 2.390435 8.363951 -3.920305 0.01 0.04 -0.02
H 2.741125 2.295422 0.415664 0.05 -0.01 -0.02
H 1.838806 1.547028 -1.031956 0.08 0.03 -0.01
H 1.194811 2.933246 -2.981056 0.00 0.00 0.00
H 1.258763 5.049940 -4.173582 0.00 -0.01 0.01
H 3.368401 6.863929 -0.902839 0.00 -0.01 0.00
H 3.322384 4.763076 0.318506 0.00 0.00 0.00
```
Forces are in eV/Å.

Output
* total charge: -2
* F_max: 0.0266 Eh/bohr
* calculated total energy: -62276.888 eV


Here is an isolated molecule of C3H5FS in a non-equilibrium geometry from OMol25. Energies are from the ωB97M-V functional and the def2-TZVPD basis.

The geometry in XYZ format:
```
10
Properties=species:S:1:pos:R:3:forces:R:3
F 2.168648 0.981613 0.712943 -1.36 -1.94 -1.25
C 0.763164 0.702125 0.392522 0.85 1.41 3.06
C 0.220760 0.017967 -0.872469 -1.71 4.36 0.15
C -0.073989 -0.637416 0.401177 1.45 -0.76 0.76
S -1.694243 -0.444065 0.969315 -2.72 -0.27 -2.74
H 0.428796 1.608194 1.141846 -0.68 -2.42 -2.84
H 0.925334 -0.408177 -1.547225 0.36 -0.13 -0.44
H -0.677740 0.699618 -1.246904 2.03 -1.85 0.02
H 0.092139 -1.718567 0.529360 1.48 0.84 0.01
H -2.152868 -0.801292 -0.480564 0.31 0.75 3.27
```
Forces are in eV/Å.

Output
* F_max: 0.0910 Eh/bohr
* calculated total energy: -16741.195 eV


Here is an isolated molecule of C17H19N3O4S in a non-equilibrium geometry from OMol25. Energies are from the ωB97M-V functional and the def2-TZVPD basis.

The geometry in XYZ format:
```
44
Properties=species:S:1:pos:R:3:forces:R:3
O -1.939641 -4.245096 -0.437249 -0.22 -0.06 -0.12
N -0.975816 -4.161442 0.293420 -0.45 -0.34 0.14
O -0.834306 -4.779347 1.326421 0.00 -0.17 0.24
C 0.078145 -3.257360 -0.093551 1.00 0.91 -0.39
C -0.057684 -2.509206 -1.256582 -0.20 -0.28 0.19
C 0.949584 -1.635292 -1.614794 0.32 -0.05 0.13
C 2.094972 -1.503852 -0.827593 -0.47 -0.43 0.13
C 3.157610 -0.542737 -1.191489 0.37 0.86 0.73
S 3.538660 0.678437 0.150647 -0.11 0.14 -0.46
O 4.387511 1.640446 -0.484244 -0.06 0.09 -0.21
O 4.020921 -0.054491 1.281759 -0.15 -0.22 0.17
N 2.175032 1.455637 0.616709 0.75 -0.51 -0.26
C 1.545002 2.413532 -0.252053 -0.20 0.24 -0.56
C 0.200381 1.888752 -0.766292 0.15 0.19 0.11
N -0.627959 1.544171 0.369381 0.17 0.21 0.02
C -2.016900 1.473240 0.192331 -0.26 0.05 -0.04
C -2.842921 1.473053 1.318898 0.01 -0.07 0.01
C -4.216454 1.447965 1.189700 0.02 -0.05 0.04
C -4.804339 1.431925 -0.064841 -0.11 0.00 -0.11
C -3.997143 1.441076 -1.187027 -0.17 0.00 0.03
C -2.618795 1.457647 -1.065086 0.24 -0.03 0.01
C -0.013894 0.518039 1.192939 0.22 -0.10 0.21
C 1.345760 0.998901 1.701390 -0.33 -0.47 0.40
C 2.221578 -2.279285 0.326466 -0.08 0.05 -0.22
C 1.216496 -3.148063 0.699003 -0.34 -0.20 0.00
H -0.948806 -2.619801 -1.855325 -0.02 0.00 -0.02
H 0.855858 -1.060617 -2.524672 -0.02 0.08 -0.06
H 2.923822 0.045325 -2.073951 0.00 0.03 -0.08
H 4.124588 -1.024660 -1.317962 0.11 -0.01 -0.11
H 1.373175 3.337038 0.312689 0.03 -0.05 -0.07
H 2.236559 2.622832 -1.067593 -0.14 0.16 -0.06
H 0.369770 1.022021 -1.426855 -0.03 0.10 -0.04
H -0.290446 2.680933 -1.333434 0.04 -0.06 -0.04
H -2.401927 1.511808 2.303516 0.06 0.04 0.09
H -4.834024 1.449817 2.075744 -0.04 0.01 0.08
H -5.878613 1.414086 -0.164410 -0.10 0.00 -0.01
H -4.440237 1.425452 -2.172152 -0.03 0.00 -0.08
H -2.017643 1.445540 -1.961157 0.09 0.01 -0.06
H 0.118051 -0.408535 0.612110 -0.04 0.04 0.11
H -0.658776 0.295520 2.041698 0.06 -0.01 -0.02
H 1.197821 1.835083 2.394815 0.02 -0.06 -0.03
H 1.884530 0.202016 2.212251 -0.16 0.03 0.13
H 3.106016 -2.172103 0.934080 0.05 -0.07 0.08
H 1.294471 -3.748413 1.592332 0.01 -0.01 0.03
```
Forces are in eV/Å.

Output
* F_max: 0.0274 Eh/bohr
* calculated total energy: -41429.947 eV


Look up the F_max of the first one. 0.0266 Eh/bohr


Which of these has the lowest F_max? C17H17N3O10P2Sr


Number 2 is which compound? C3H5FS